[1]
The following is a quantum chemistry calculation of an isolated molecule of C5H8O, from OMol25.

Geometry as XYZ:
```
14
Properties=species:S:1:pos:R:3:forces:R:3:mulliken_charge:R:1
C -0.361 -0.920 1.061 -0.1 0.1 0.0 -0.38
C -0.950 0.242 1.330 0.1 -0.2 0.1 -0.31
O -1.005 1.257 0.418 -0.1 0.0 0.0 -0.41
C 0.201 1.362 -0.338 0.2 0.0 -0.2 -0.46
C 0.597 0.074 -1.072 0.0 0.0 -0.1 -0.49
C 0.125 -1.201 -0.335 0.0 0.0 0.0 -0.40
H -0.300 -1.690 1.822 -0.1 0.1 -0.1 0.35
H -1.427 0.492 2.275 0.1 -0.1 -0.1 0.38
H 0.039 2.183 -1.041 0.0 -0.1 0.1 0.30
H 1.001 1.653 0.356 -0.1 -0.1 -0.1 0.33
H 0.196 0.079 -2.090 0.0 0.0 0.1 0.25
H 1.689 0.073 -1.163 -0.1 0.0 0.0 0.27
H -0.713 -1.639 -0.895 0.1 0.0 0.1 0.25
H 0.910 -1.964 -0.329 -0.1 0.1 0.0 0.31
```
Forces are in eV/Å.

Output
- Max |F|: 0.005 hartree/bohr
- Multiplicity: 1
- SMILES string: C1=COCCC1
- Total energy: -270.51885 hartree
- LUMO energy: 1.09 eV

=====

[2]
The following is a quantum chemistry calculation of a cluster of 4 separate species, C17H39N3O14P3S2 in total, from OMol25.

Geometry as XYZ:
```
78
Properties=species:S:1:pos:R:3:forces:R:3:mulliken_charge:R:1
C 5.347 -1.763 0.123 -0.1 0.8 0.2 -1.46
C 3.821 -2.081 0.035 0.5 -0.8 1.1 0.08
N 2.973 -0.836 -0.094 -0.4 -2.1 -2.3 -0.15
C 1.890 -1.055 -0.974 0.3 0.6 0.1 -0.07
N 1.580 -0.060 -1.782 -0.3 -0.3 0.5 -0.17
N 1.123 -2.264 -1.107 -0.2 1.8 1.9 0.37
P -0.432 -2.170 -0.317 -2.6 -0.1 -0.4 0.56
O -1.551 -1.936 -1.563 2.1 0.5 1.9 -0.44
O -0.447 -0.756 0.581 0.2 -1.7 -2.1 -0.44
S -0.976 -3.756 0.641 0.6 0.5 0.0 -0.28
C 1.898 -3.489 -0.752 1.1 -0.4 0.0 -0.75
P 1.362 -4.847 -1.944 1.1 -1.1 -4.8 0.75
O 2.298 -4.734 -3.136 -1.7 0.0 2.6 -0.68
O 1.553 -6.380 -1.331 -1.0 2.7 0.2 -0.47
O -0.176 -4.581 -2.570 2.1 -0.7 2.2 -0.46
C 3.421 -3.141 -1.053 -0.2 -0.3 0.8 -0.54
P 4.404 -4.723 -0.644 0.5 -0.3 0.5 0.19
S 4.208 -5.265 1.218 -0.4 0.1 0.0 -0.34
H 5.918 -2.651 0.479 -0.5 0.6 -0.3 0.40
H 5.504 -0.961 0.893 -0.2 -0.7 -0.6 0.36
H 5.798 -1.376 -0.822 -0.5 -0.4 0.5 0.29
H 3.535 -2.521 1.031 0.5 0.1 -0.9 0.38
H 2.661 -0.521 0.826 -0.1 0.5 -0.4 0.34
H 0.617 0.072 -2.083 0.4 -0.4 -0.7 0.24
H 2.307 0.540 -2.170 -0.3 0.3 0.9 0.31
H -2.369 -2.297 -1.181 -0.1 -0.1 -0.3 0.35
H -1.363 -0.421 0.511 0.2 0.2 0.3 0.32
H 1.864 -3.774 0.326 -0.3 0.2 -0.8 0.67
H 1.207 -6.470 -0.426 0.1 -0.2 -0.1 0.38
H -0.852 -4.879 -1.938 -0.1 0.1 -0.2 0.32
H 3.593 -2.817 -2.106 -0.2 -0.3 0.7 0.54
H 5.790 -4.434 -0.868 -0.8 0.0 -0.6 0.18
H 4.002 -5.756 -1.540 0.3 0.8 0.0 0.20
C -6.854 -0.415 2.926 0.1 -0.1 -0.3 -1.09
C -6.339 1.008 3.019 -0.6 -0.2 0.4 -0.17
O -5.118 1.176 2.281 0.2 0.2 -0.2 -0.37
C -5.253 1.239 0.956 -0.1 -0.1 0.5 0.76
O -6.282 1.179 0.341 0.0 0.1 -0.2 -0.54
O -4.029 1.360 0.422 0.2 0.0 0.0 -0.34
C -4.022 1.334 -1.006 0.1 0.0 -0.3 -0.29
H -6.083 -1.121 3.239 0.0 0.1 0.2 0.28
H -7.734 -0.547 3.555 0.1 0.0 0.0 0.36
H -7.125 -0.672 1.901 -0.1 0.1 0.1 0.32
H -6.104 1.241 4.058 0.3 0.1 -0.2 0.30
H -7.087 1.731 2.687 0.1 -0.1 -0.2 0.31
H -4.696 2.081 -1.422 0.0 -0.1 0.0 0.01
H -4.289 0.337 -1.360 -0.2 0.1 0.0 0.30
H -3.009 1.561 -1.339 0.0 0.1 0.2 0.16
C 8.457 1.157 5.351 -0.2 0.2 -0.2 -1.08
C 7.640 0.161 6.150 0.7 -0.1 -0.1 -0.17
O 6.305 0.637 6.377 -0.3 -0.1 -0.1 -0.37
C 5.485 0.571 5.330 0.3 0.3 0.5 0.79
O 5.758 0.146 4.237 -0.2 -0.1 -0.2 -0.56
O 4.306 1.084 5.699 0.0 -0.1 -0.1 -0.33
C 3.358 1.172 4.640 -0.3 0.1 -0.1 -0.62
H 8.446 2.135 5.834 0.1 -0.1 0.1 0.30
H 9.489 0.818 5.256 0.0 0.0 0.1 0.35
H 8.049 1.291 4.348 0.0 -0.1 0.0 0.29
H 8.090 0.030 7.134 -0.3 0.1 0.1 0.30
H 7.618 -0.821 5.672 -0.2 0.1 -0.1 0.30
H 3.220 0.205 4.154 0.1 0.0 0.0 0.22
H 3.676 1.924 3.917 0.0 -0.1 -0.1 0.29
H 2.409 1.482 5.073 0.2 0.0 0.2 0.28
C -4.308 4.281 -7.156 -0.1 -0.3 0.1 -1.08
C -4.533 5.579 -6.405 0.4 -0.1 -0.4 -0.17
O -5.672 5.494 -5.539 0.0 0.0 0.2 -0.37
C -5.491 4.797 -4.417 -0.3 0.1 -0.3 0.77
O -4.473 4.255 -4.070 0.1 0.0 0.1 -0.58
O -6.648 4.786 -3.748 0.2 0.0 0.0 -0.34
C -6.617 3.985 -2.570 -0.2 -0.2 0.4 -0.62
H -5.212 3.988 -7.693 0.1 0.1 -0.1 0.29
H -3.489 4.387 -7.869 -0.1 0.1 0.0 0.35
H -4.063 3.465 -6.474 0.1 0.1 0.0 0.30
H -4.747 6.376 -7.117 -0.2 0.0 0.2 0.30
H -3.647 5.878 -5.841 -0.1 -0.1 0.1 0.30
H -5.795 4.275 -1.915 0.0 0.0 -0.1 0.27
H -6.538 2.931 -2.840 0.1 0.0 0.1 0.29
H -7.554 4.138 -2.038 0.0 0.1 -0.2 0.28
```
Forces are in eV/Å.

Output
- Max |F|: 0.097 hartree/bohr
- Net charge: +1
- Multiplicity: 1
- Total energy: -3709.15726 hartree
- LUMO energy: -5.08 eV

=====

[3]
The following is a quantum chemistry calculation of a structure of composition C29H41GaN3O8P2S2, from OMol25.

Geometry as XYZ:
```
86
Properties=species:S:1:pos:R:3:forces:R:3:mulliken_charge:R:1
Ga -15.754 -11.797 3.078 -1.6 0.7 0.0 -0.50
C -19.461 -16.184 4.733 0.2 -0.5 0.6 -1.08
C -20.139 -15.007 4.113 -0.5 0.8 -0.1 0.68
C -21.063 -15.340 2.945 -0.7 0.6 0.7 -1.49
O -19.075 -14.134 3.525 -0.3 -0.8 0.3 0.06
P -18.989 -12.592 3.469 0.6 0.0 -1.6 -0.58
O -17.724 -12.239 2.715 -0.5 0.2 1.1 -0.48
C -19.033 -12.002 5.153 0.1 1.4 -0.6 -0.53
P -17.468 -12.373 5.932 0.9 0.8 0.8 -1.00
O -16.299 -12.334 4.995 0.2 0.5 -0.9 1.36
O -17.358 -11.362 7.119 0.7 0.3 -0.1 -0.20
C -16.260 -10.303 7.172 0.8 -1.1 -1.1 1.80
C -16.795 -9.212 7.996 -0.4 1.3 -0.3 -1.62
C -14.951 -10.944 7.664 -0.9 0.9 -0.5 -1.35
O -17.629 -13.766 6.567 -0.6 -0.5 0.2 0.11
C -16.651 -14.311 7.558 -0.3 -0.6 -0.7 0.68
C -15.682 -15.173 6.720 0.3 0.6 0.2 -0.93
C -17.525 -15.110 8.537 0.7 2.4 0.7 -1.48
O -20.222 -12.062 2.668 -0.2 1.0 0.1 -0.32
C -20.377 -10.631 2.163 -0.5 0.2 -0.5 0.64
C -21.878 -10.430 2.035 -0.4 0.5 1.8 -1.52
C -19.671 -10.463 0.823 -0.2 0.8 0.8 -1.06
H -20.202 -16.912 5.163 0.7 0.7 -0.6 0.40
H -18.738 -15.899 5.511 -0.4 0.1 -0.1 0.00
H -18.877 -16.628 3.945 0.1 -0.7 -0.2 0.29
H -20.636 -14.405 4.901 0.0 -0.3 -0.6 0.29
H -20.595 -15.880 2.149 0.6 -0.3 -0.3 0.32
H -21.450 -14.419 2.542 0.0 0.5 -0.3 0.30
H -21.972 -15.874 3.210 0.2 -0.3 0.5 0.42
H -19.833 -12.402 5.762 -0.3 -0.2 -0.1 0.61
H -19.182 -10.879 5.092 0.4 -1.1 0.2 0.40
H -16.147 -9.964 6.139 0.1 -0.1 0.1 -0.53
H -17.210 -9.573 8.917 0.1 -0.1 0.7 0.37
H -17.615 -8.749 7.431 0.1 0.2 0.3 0.39
H -16.016 -8.444 8.164 -0.4 -0.4 0.0 0.39
H -15.044 -11.026 8.733 0.3 -0.5 0.5 0.48
H -14.107 -10.296 7.405 -0.3 0.0 0.2 0.40
H -14.779 -11.868 7.131 0.1 -0.4 0.2 0.17
H -16.179 -13.422 8.005 0.0 -0.6 0.1 0.27
H -16.233 -15.919 6.126 0.2 0.2 0.3 0.20
H -14.928 -15.653 7.344 -0.3 -0.3 0.3 0.46
H -15.056 -14.558 6.056 -0.5 0.0 0.0 0.06
H -17.961 -15.935 8.036 -0.4 -0.9 -0.2 0.32
H -18.301 -14.426 8.957 0.4 -0.6 -0.5 0.36
H -16.911 -15.368 9.401 0.0 -0.5 -0.2 0.42
H -19.953 -9.893 2.867 -0.1 -0.7 0.1 0.24
H -22.318 -11.120 1.336 -0.1 -0.3 -0.3 0.34
H -22.162 -9.396 1.781 0.5 -0.4 -0.3 0.43
H -22.363 -10.568 3.035 0.4 -0.2 -0.8 0.36
H -20.137 -11.122 0.097 0.4 -0.1 -0.2 0.32
H -18.612 -10.559 1.005 0.4 -0.6 -0.5 0.10
H -19.776 -9.408 0.494 -0.3 -0.6 0.2 0.43
O -13.947 -10.425 4.937 0.6 -0.8 0.4 -0.69
S -13.016 -11.423 4.431 -1.9 2.0 -1.0 1.42
O -12.360 -12.377 5.248 0.4 -0.6 1.0 -0.82
N -13.923 -12.153 3.295 0.3 0.0 0.5 0.61
C -13.363 -13.009 2.383 -1.0 -0.8 -0.1 0.65
C -12.115 -13.548 2.425 0.4 0.6 0.9 -0.88
C -11.630 -14.348 1.408 0.9 -0.9 -0.4 -0.86
C -12.446 -14.705 0.375 -0.1 0.4 0.4 -1.03
C -13.784 -14.266 0.346 -0.5 0.1 -0.4 0.45
C -14.704 -14.538 -0.701 0.2 -0.2 0.4 -0.59
C -15.972 -14.034 -0.647 -1.0 -0.4 -0.8 -1.12
C -16.394 -13.266 0.442 0.5 -0.1 -0.5 0.05
N -15.542 -12.961 1.384 0.5 0.4 1.3 0.26
C -14.265 -13.444 1.376 0.5 0.2 -0.8 0.26
C -11.838 -10.540 3.507 0.4 0.5 -0.9 0.26
C -10.498 -10.716 3.800 0.2 1.0 -0.4 -0.25
C -9.573 -9.937 3.111 0.9 0.5 -0.3 -0.76
C -9.975 -9.045 2.105 0.5 -0.9 0.6 -0.41
C -11.308 -8.928 1.789 -0.6 0.7 -0.4 -0.87
C -12.255 -9.644 2.497 1.6 -0.9 0.9 -0.53
H -11.514 -13.336 3.290 0.3 0.0 0.0 0.66
H -10.578 -14.713 1.470 -1.0 0.3 -0.2 0.37
H -12.063 -15.265 -0.424 0.3 -0.8 -1.0 0.52
H -14.413 -15.191 -1.511 0.1 0.1 -0.2 0.47
H -16.717 -14.242 -1.436 0.6 0.1 0.5 0.40
H -17.397 -12.882 0.498 -0.1 0.1 0.2 0.61
H -10.199 -11.347 4.609 0.2 -0.4 0.2 0.57
H -8.498 -9.977 3.367 -0.8 -0.2 -0.1 0.36
H -9.258 -8.459 1.552 0.2 0.0 0.1 0.42
H -11.592 -8.205 1.007 -0.1 -0.6 0.5 0.39
H -13.271 -9.543 2.301 -1.7 0.2 -0.3 0.52
S -15.909 -7.492 3.928 -0.1 0.4 0.0 -0.40
C -15.991 -8.880 3.179 0.1 0.9 0.9 0.84
N -16.053 -9.933 2.667 0.0 -2.2 -0.7 -0.11
```
Forces are in eV/Å.

Output
- Max |F|: 0.057 hartree/bohr
- Net charge: +1
- Multiplicity: 1
- Total energy: -5299.83710 hartree
- LUMO energy: -2.80 eV

=====

[4]
The following is a quantum chemistry calculation of a structure of composition C27H38AsAuCl2P, from OMol25.

Geometry as XYZ:
```
70
Properties=species:S:1:pos:R:3:forces:R:3:mulliken_spin:R:1
Au 0.113 0.508 0.698 -0.4 -0.4 0.0 0.39
Cl 0.455 1.051 -1.565 0.3 0.1 0.1 0.12
Cl -0.923 -1.643 0.693 -0.3 -0.8 -0.4 0.26
H 0.848 1.964 1.647 0.6 0.6 -1.0 0.12
H 1.049 2.077 0.856 0.2 0.9 0.7 0.03
P 0.148 -0.140 -4.445 0.0 -0.4 -0.7 0.01
C 1.855 -0.693 -5.076 -0.6 0.3 0.2 0.00
C -1.010 -1.019 -5.654 0.6 0.5 -0.2 0.00
C 0.184 1.645 -5.066 0.0 -0.4 0.1 0.00
C 2.394 -1.767 -4.124 0.2 0.1 -0.1 0.00
H 2.464 0.220 -4.955 -0.1 -0.3 0.0 0.00
C 1.938 -1.140 -6.536 0.3 0.0 0.0 0.00
H 1.354 -2.051 -6.715 0.2 0.1 0.0 0.00
H 2.989 -1.365 -6.765 -0.2 0.0 -0.1 0.00
H 1.596 -0.377 -7.243 0.1 -0.2 0.2 0.00
H 2.311 -1.446 -3.080 0.0 -0.1 -0.2 0.00
H 3.451 -1.955 -4.347 -0.1 -0.1 0.1 0.00
H 1.848 -2.713 -4.239 0.1 0.2 0.0 0.00
H 1.185 1.986 -4.746 -0.3 0.0 0.0 0.00
C -0.862 2.480 -4.320 0.2 0.1 0.1 0.00
C 0.068 1.814 -6.578 0.0 0.3 -0.1 0.00
H 0.954 1.461 -7.116 -0.2 0.1 0.1 0.00
H -0.058 2.880 -6.806 0.0 -0.1 -0.1 0.00
H -0.804 1.288 -6.978 0.1 0.1 0.0 0.00
H -0.733 2.379 -3.238 -0.1 0.0 -0.3 0.00
H -1.882 2.176 -4.574 0.1 0.1 0.0 0.00
H -0.735 3.538 -4.578 -0.1 0.0 0.0 0.00
C -1.031 -2.524 -5.349 -0.2 0.0 0.1 0.00
H -0.617 -0.865 -6.673 -0.3 -0.2 0.2 0.00
C -2.419 -0.424 -5.561 -0.1 -0.2 0.0 0.00
H -0.092 -3.032 -5.595 -0.1 0.2 0.1 0.00
H -1.826 -2.994 -5.941 0.1 0.0 0.0 0.00
H -1.250 -2.716 -4.290 0.1 0.1 -0.2 0.00
H -2.760 -0.358 -4.519 0.1 0.0 -0.1 0.00
H -3.117 -1.081 -6.093 0.0 0.1 0.0 0.00
H -2.499 0.574 -6.006 0.1 -0.2 0.1 0.00
C -0.344 3.824 6.179 0.1 0.1 -0.1 0.09
C 0.598 3.770 5.148 0.0 -0.1 -0.3 -0.03
C 0.559 2.743 4.198 -0.1 0.5 0.8 0.09
C -0.433 1.760 4.300 -0.4 -0.4 -1.2 0.08
C -1.387 1.803 5.328 0.2 0.6 0.4 -0.05
C -1.333 2.843 6.266 -0.1 -0.5 -0.4 0.00
As -0.254 0.230 3.049 0.1 0.7 2.7 0.48
C 1.358 -0.438 3.966 -0.5 -1.1 -0.7 -0.13
C 2.298 -1.154 3.213 0.7 0.1 0.7 0.07
C 3.473 -1.598 3.829 -0.4 0.1 -0.6 0.03
C 3.691 -1.349 5.188 0.0 0.1 0.6 0.10
C 2.734 -0.663 5.943 0.0 0.0 -0.4 -0.04
C 1.560 -0.209 5.333 0.5 0.2 0.4 0.14
C -1.594 -0.911 3.906 -0.3 -0.4 -0.4 -0.04
C -1.197 -1.978 4.713 -0.6 0.1 0.1 0.02
C -2.178 -2.724 5.379 0.0 0.1 -0.1 0.00
C -3.532 -2.420 5.200 0.1 0.1 0.1 0.01
C -3.919 -1.375 4.353 0.2 0.0 -0.1 0.01
C -2.950 -0.630 3.675 0.3 -0.5 0.5 0.13
H -0.310 4.634 6.910 0.0 -0.2 -0.2 0.02
H 1.374 4.533 5.087 -0.1 -0.1 0.0 0.00
H 1.302 2.685 3.400 -0.1 0.1 0.4 0.00
H -2.150 1.028 5.411 0.3 0.3 0.0 -0.01
H -2.074 2.886 7.065 0.2 0.0 -0.2 0.00
H 2.100 -1.353 2.159 0.1 0.0 0.1 0.07
H 4.221 -2.139 3.247 -0.2 0.1 0.2 0.01
H 4.606 -1.699 5.668 -0.2 0.1 -0.1 0.02
H 2.887 -0.480 7.009 0.0 -0.1 -0.3 0.00
H 0.814 0.336 5.915 0.2 -0.3 -0.1 0.05
H -0.138 -2.203 4.838 -0.3 0.1 0.0 0.00
H -1.874 -3.530 6.054 -0.2 0.2 -0.3 0.00
H -4.293 -2.999 5.735 0.3 0.2 -0.2 0.00
H -4.976 -1.130 4.226 0.3 -0.2 0.0 -0.01
H -3.224 0.173 2.988 0.1 -0.1 0.2 0.00
```
Forces are in eV/Å.

Output
- Max |F|: 0.054 hartree/bohr
- Net charge: -1
- Multiplicity: 3
- Total energy: -4684.74543 hartree
- LUMO energy (spin up / spin down): 2.78 / 1.71 eV
- ⟨S²⟩: 2.012